Record 1
The following is a quantum chemistry calculation of 7 unconnected molecules or ions with the total composition C26H39BBrClFNO21P, from OMol25.

Geometry (Å):
O (-1.358, 1.317, -6.307)
P (-0.075, 1.881, -7.037)
B (1.081, 0.546, -7.789)
Cl (1.850, 1.277, -9.361)
Br (0.076, -1.110, -8.443)
C (2.300, 0.161, -6.720)
O (2.980, -0.979, -6.967)
N (2.695, 0.987, -5.516)
C (2.614, 0.216, -4.217)
O (3.730, -0.277, -3.622)
F (1.321, 0.001, -3.491)
H (0.702, 2.634, -6.048)
H (-0.512, 2.893, -8.009)
H (3.686, 1.287, -5.676)
C (0.518, -1.262, -0.861)
C (0.053, -0.230, 0.147)
C (0.412, -0.574, 1.561)
O (-0.613, 0.060, 2.304)
C (-1.702, 0.129, 1.481)
O (-2.826, 0.423, 1.848)
O (-1.364, -0.181, 0.193)
H (0.241, -0.953, -1.874)
H (1.603, -1.398, -0.821)
H (0.033, -2.229, -0.688)
H (0.420, 0.765, -0.131)
H (1.394, -0.185, 1.846)
H (0.380, -1.649, 1.771)
C (4.748, 0.752, 6.532)
C (4.053, 0.729, 5.186)
C (3.110, -0.425, 5.021)
O (3.123, -0.639, 3.622)
C (4.337, -0.199, 3.175)
O (4.782, -0.416, 2.060)
O (4.990, 0.511, 4.143)
H (5.412, 1.620, 6.601)
H (4.026, 0.798, 7.353)
H (5.380, -0.134, 6.664)
H (3.553, 1.687, 5.000)
H (2.099, -0.187, 5.366)
H (3.449, -1.341, 5.516)
C (-2.783, 0.808, -3.570)
C (-4.240, 0.885, -3.161)
C (-4.458, 0.693, -1.691)
O (-5.763, 0.145, -1.639)
C (-5.956, -0.504, -2.826)
O (-6.881, -1.265, -3.053)
O (-4.974, -0.191, -3.724)
H (-2.683, 0.969, -4.648)
H (-2.182, 1.559, -3.048)
H (-2.367, -0.185, -3.364)
H (-4.684, 1.823, -3.515)
H (-4.412, 1.636, -1.138)
H (-3.763, -0.020, -1.235)
C (-0.944, -4.818, 6.265)
C (0.129, -3.773, 6.498)
C (1.209, -4.226, 7.433)
O (1.653, -3.010, 8.007)
C (0.590, -2.151, 7.962)
O (0.539, -1.085, 8.551)
O (-0.409, -2.647, 7.172)
H (-1.696, -4.439, 5.566)
H (-0.520, -5.740, 5.856)
H (-1.474, -5.053, 7.195)
H (0.542, -3.433, 5.541)
H (2.028, -4.728, 6.910)
H (0.848, -4.878, 8.236)
C (-10.176, -0.500, -4.615)
C (-9.508, 0.846, -4.811)
C (-9.785, 1.816, -3.703)
O (-9.686, 3.069, -4.355)
C (-10.004, 2.848, -5.666)
O (-10.226, 3.729, -6.479)
O (-10.046, 1.511, -5.943)
H (-9.928, -1.170, -5.445)
H (-9.859, -0.970, -3.679)
H (-11.267, -0.401, -4.611)
H (-8.431, 0.716, -4.971)
H (-9.053, 1.743, -2.894)
H (-10.791, 1.722, -3.281)
C (7.227, 0.747, 0.947)
C (8.299, 1.792, 1.180)
C (9.379, 1.339, 2.115)
O (9.823, 2.555, 2.689)
C (8.761, 3.414, 2.644)
O (8.710, 4.480, 3.233)
O (7.761, 2.918, 1.854)
H (6.474, 1.126, 0.248)
H (7.650, -0.175, 0.538)
H (6.696, 0.512, 1.877)
H (8.712, 2.132, 0.223)
H (10.198, 0.837, 1.592)
H (9.018, 0.687, 2.918)

Calculated values
Net charge: -1
Orbital gap (eV): 7.547
HOMO energy (eV): -6.289
LUMO level (Eh): 0.04626
Energy (eV): -167333.482
Multiplicity: 1

Atomic partial charges in e from the Löwdin method, atoms 1 to 5: -0.571, 0.667, -1.541, 0.398, 0.522

---

Record 2
The following is a quantum chemistry calculation of 7 unconnected molecules or ions with the total composition C26H39Cl12NO2, from OMol25.

Geometry (Å):
C (2.161, -1.607, -2.248)
C (2.356, -0.034, -2.321)
C (2.271, 0.536, -3.809)
C (0.801, 1.154, -3.966)
N (-0.146, 0.097, -3.548)
C (-1.364, 0.574, -3.016)
C (-1.507, 1.725, -2.120)
C (-2.748, 2.187, -1.556)
C (-3.984, 1.468, -1.857)
C (-3.882, 0.319, -2.736)
C (-2.614, -0.142, -3.328)
C (-2.699, -1.364, -4.242)
O (-2.082, -1.540, -5.271)
C (-3.734, -2.457, -3.812)
C (-4.902, -2.026, -3.276)
C (-5.169, -0.502, -3.054)
O (-6.271, -0.021, -3.087)
H (2.703, -2.050, -1.380)
H (1.059, -1.812, -2.143)
H (2.472, -2.035, -3.231)
H (1.631, 0.499, -1.627)
H (3.375, 0.163, -1.878)
H (3.019, 1.378, -3.830)
H (2.483, -0.257, -4.563)
H (0.701, 1.405, -5.062)
H (0.800, 2.064, -3.330)
H (-0.279, -0.504, -4.362)
H (-0.579, 2.281, -1.864)
H (-2.777, 3.082, -0.897)
H (-4.972, 1.772, -1.452)
H (-3.562, -3.545, -3.947)
H (-5.656, -2.784, -2.953)
Cl (1.854, 2.887, -0.747)
C (2.005, 3.132, 1.012)
C (0.672, 3.415, 1.664)
Cl (0.015, 5.006, 1.193)
H (2.714, 3.941, 1.182)
H (2.428, 2.217, 1.423)
H (0.791, 3.427, 2.747)
H (-0.068, 2.657, 1.410)
Cl (3.733, 0.377, 2.824)
C (3.901, 0.596, 4.585)
C (2.579, 0.884, 5.255)
Cl (1.929, 2.486, 4.812)
H (4.621, 1.396, 4.758)
H (4.319, -0.329, 4.980)
H (2.707, 0.884, 6.338)
H (1.830, 0.136, 5.000)
Cl (-3.140, -0.157, -0.202)
C (-3.571, -1.391, 1.017)
C (-3.144, -0.993, 2.412)
Cl (-1.370, -0.991, 2.597)
H (-3.120, -2.338, 0.716)
H (-4.655, -1.504, 0.981)
H (-3.536, -1.706, 3.138)
H (-3.511, -0.002, 2.675)
Cl (3.277, -2.793, 5.660)
C (4.318, -3.233, 7.036)
C (4.477, -2.099, 8.022)
Cl (5.426, -0.748, 7.350)
H (5.279, -3.559, 6.641)
H (3.846, -4.085, 7.529)
H (5.011, -2.450, 8.905)
H (3.512, -1.707, 8.340)
Cl (3.721, -2.919, 1.659)
C (3.537, -4.636, 1.229)
C (2.608, -5.367, 2.169)
Cl (3.296, -5.542, 3.804)
H (4.528, -5.088, 1.212)
H (3.132, -4.666, 0.217)
H (2.424, -6.375, 1.796)
H (1.650, -4.857, 2.262)
Cl (-3.837, 6.179, -3.611)
C (-4.043, 5.256, -5.122)
C (-5.199, 4.286, -5.045)
Cl (-4.875, 2.948, -3.911)
H (-3.105, 4.745, -5.336)
H (-4.224, 5.983, -5.915)
H (-5.370, 3.837, -6.024)
H (-6.118, 4.781, -4.732)

Calculated values
Orbital gap (eV): 7.211
HOMO energy (eV): -7.700
LUMO level (Eh): -0.01799
Energy (eV): -183447.313
Structure (SMILES): CCCCNc1cccc2c1C(=O)C=CC2=O.ClCCCl.ClCCCl.ClCCCl.ClCCCl.ClCCCl.ClCCCl
Multiplicity: 1

Atomic partial charges in e from the Löwdin method, atoms 1 to 5: -0.119, -0.287, -0.174, -0.192, 0.020

---

Record 3
The following is a quantum chemistry calculation of a molecular structure, C26H39N3O4P2SSr, from OMol25.

Geometry (Å):
C (9.429, 0.876, 1.832)
O (8.407, -0.093, 1.986)
C (7.142, 0.487, 1.718)
C (6.042, -0.583, 1.718)
C (5.542, -0.954, 0.288)
C (4.112, -0.531, 0.012)
C (3.855, 0.838, 0.078)
C (2.605, 1.316, -0.195)
C (1.561, 0.472, -0.530)
C (1.823, -0.873, -0.566)
C (3.070, -1.397, -0.294)
C (3.309, -2.898, -0.366)
N (3.484, -3.218, -1.819)
S (0.451, -1.951, -0.988)
C (-0.909, -1.016, -0.297)
C (-1.967, -1.739, 0.199)
C (-3.037, -1.069, 0.745)
C (-4.194, -1.930, 1.235)
C (-5.080, -2.383, 0.052)
O (-4.515, -2.830, -0.934)
N (-6.508, -2.295, 0.142)
C (-7.068, -1.730, -1.096)
C (-7.045, -3.686, 0.229)
C (-3.028, 0.326, 0.807)
C (-4.271, 0.980, 1.408)
O (-5.386, 0.682, 0.534)
C (-5.409, 1.538, -0.559)
C (-1.951, 1.071, 0.309)
P (-2.110, 2.920, 0.501)
C (-2.170, 3.186, 2.337)
C (-0.580, 3.816, -0.015)
C (-0.863, 0.363, -0.275)
N (0.280, 1.066, -0.852)
P (0.050, 1.230, -2.534)
C (1.129, 2.632, -3.109)
O (0.625, -0.050, -3.362)
H (9.444, 1.198, 0.777)
H (10.402, 0.437, 2.060)
H (9.265, 1.761, 2.463)
H (6.955, 1.215, 2.528)
H (7.215, 1.050, 0.770)
H (5.208, -0.207, 2.318)
H (6.470, -1.478, 2.180)
H (5.738, -1.995, 0.030)
H (6.163, -0.378, -0.414)
H (4.646, 1.539, 0.329)
H (2.435, 2.391, -0.146)
H (4.225, -3.184, 0.145)
H (2.442, -3.464, -0.017)
H (4.433, -3.534, -1.991)
H (2.899, -4.014, -2.056)
H (-1.986, -2.823, 0.141)
H (-3.752, -2.813, 1.709)
H (-4.805, -1.418, 1.979)
H (-8.152, -1.866, -1.061)
H (-6.846, -0.667, -1.194)
H (-6.721, -2.269, -1.993)
H (-6.614, -4.194, 1.095)
H (-8.131, -3.619, 0.326)
H (-6.828, -4.204, -0.716)
H (-4.537, 0.562, 2.378)
H (-4.214, 2.070, 1.457)
H (-4.535, 1.347, -1.245)
H (-6.310, 1.381, -1.158)
H (-5.397, 2.597, -0.261)
H (-1.949, 2.270, 2.893)
H (-1.448, 3.952, 2.644)
H (-3.152, 3.550, 2.654)
H (-0.456, 3.820, -1.106)
H (-0.629, 4.856, 0.326)
H (0.314, 3.358, 0.421)
H (1.754, 2.918, -2.260)
H (0.453, 3.426, -3.440)
H (1.742, 2.258, -3.934)
H (0.090, -0.279, -4.132)
Sr (-2.657, 1.881, -2.839)

Calculated values
Net charge: +2
Orbital gap (eV): 5.262
HOMO energy (eV): -12.835
LUMO level (Eh): -0.27832
Energy (eV): -70488.026
Multiplicity: 1

Atomic partial charges in e from the Löwdin method, atoms 1 to 5: -0.108, -0.190, -0.256, -0.125, -0.119

---

Record 4
The following is a quantum chemistry calculation of a molecular structure, C26H39N4O3PSe2TeZr, from OMol25.

Geometry (Å):
Zr (-0.207, 0.562, 0.291)
C (0.287, 1.177, 5.258)
N (-0.718, 0.332, 4.624)
C (-1.826, -0.132, 5.464)
C (-0.639, 0.017, 3.346)
O (0.275, 0.405, 2.585)
C (-1.738, -0.842, 2.746)
O (-1.358, -1.161, 1.411)
C (-0.809, -2.466, 1.198)
C (0.482, -2.331, 0.401)
O (1.114, -1.243, 0.487)
N (0.939, -3.373, -0.253)
C (2.087, -3.209, -1.144)
C (0.144, -4.587, -0.426)
H (0.654, 0.689, 6.160)
H (-0.152, 2.138, 5.526)
H (1.111, 1.330, 4.570)
H (-1.866, 0.499, 6.348)
H (-1.676, -1.163, 5.784)
H (-2.778, -0.036, 4.944)
H (-2.669, -0.269, 2.690)
H (-1.925, -1.747, 3.324)
H (-1.549, -3.077, 0.688)
H (-0.559, -2.920, 2.163)
H (2.705, -2.391, -0.792)
H (1.732, -2.983, -2.151)
H (2.664, -4.130, -1.151)
H (-0.274, -4.922, 0.520)
H (0.795, -5.373, -0.796)
H (-0.652, -4.414, -1.154)
Se (-1.250, -1.030, -1.708)
P (-2.509, 1.704, -0.042)
Se (-1.232, 2.909, 1.232)
C (-3.908, 1.067, 0.924)
C (-4.472, -0.141, 0.518)
C (-5.501, -0.709, 1.257)
C (-5.966, -0.077, 2.403)
C (-5.409, 1.132, 2.804)
C (-4.382, 1.705, 2.068)
C (-3.166, 2.596, -1.463)
C (-3.318, 3.979, -1.433)
C (-3.861, 4.633, -2.527)
C (-4.251, 3.909, -3.646)
C (-4.096, 2.531, -3.676)
C (-3.551, 1.868, -2.587)
H (-4.106, -0.641, -0.372)
H (-5.944, -1.642, 0.934)
H (-6.771, -0.517, 2.976)
H (-5.788, 1.637, 3.684)
H (-3.951, 2.648, 2.383)
H (-3.014, 4.546, -0.561)
H (-3.984, 5.707, -2.505)
H (-4.676, 4.424, -4.497)
H (-4.394, 1.968, -4.550)
H (-3.413, 0.794, -2.619)
C (3.497, 3.260, 1.935)
C (2.311, 2.279, 1.897)
N (2.022, 1.873, 0.501)
C (1.994, 3.110, -0.322)
C (3.409, 3.689, -0.470)
N (4.240, 3.116, 0.641)
C (4.495, 1.662, 0.373)
C (3.140, 1.013, 0.039)
H (4.188, 3.044, 2.747)
H (3.181, 4.299, 2.010)
H (1.425, 2.744, 2.323)
H (2.523, 1.380, 2.471)
H (1.318, 3.815, 0.157)
H (1.578, 2.888, -1.301)
H (3.423, 4.773, -0.382)
H (3.887, 3.405, -1.407)
H (5.127, 3.614, 0.697)
H (4.955, 1.249, 1.269)
H (5.202, 1.589, -0.451)
H (3.059, 0.039, 0.518)
H (3.020, 0.856, -1.031)
Te (0.357, 0.725, -2.453)

Calculated values
Net charge: +2
Orbital gap (eV): 6.674
HOMO energy (eV): -11.466
LUMO level (Eh): -0.17612
Energy (eV): -188244.474
Multiplicity: 1

Atomic partial charges in e from the Löwdin method, atoms 1 to 5: 0.835, 0.011, -0.101, 0.005, -0.403

---

Record 5
The following is a quantum chemistry calculation of a molecular structure, C26H39O5SiZr, from OMol25.

Geometry (Å):
C (-1.764, 0.865, -4.037)
C (-2.355, 1.606, -2.801)
C (-0.219, 0.787, -3.834)
C (0.090, 1.524, -2.523)
H (0.271, 1.231, -4.704)
H (0.076, -0.270, -3.765)
C (-1.250, 1.525, -1.757)
H (-3.298, 1.160, -2.463)
H (-2.515, 2.659, -3.076)
C (-1.170, 0.176, -1.018)
H (-1.311, 2.332, -1.015)
H (0.460, 2.536, -2.733)
C (0.997, 0.724, -1.567)
C (-2.323, -0.545, -4.157)
C (-2.137, 1.346, -5.444)
O (-1.288, 1.452, -6.308)
O (-2.915, -1.171, -3.285)
O (-2.155, -1.020, -5.402)
O (-3.425, 1.616, -5.739)
C (-4.581, 1.375, -4.893)
H (-4.627, 2.097, -4.067)
H (-4.609, 0.343, -4.508)
H (-5.423, 1.533, -5.571)
C (-2.643, -2.353, -5.578)
H (-2.126, -3.044, -4.900)
H (-2.427, -2.589, -6.618)
H (-3.722, -2.390, -5.385)
O (0.195, -0.311, -1.079)
H (-1.805, -0.589, -1.484)
H (-1.452, 0.286, 0.046)
C (1.448, 1.658, -0.443)
C (2.244, 0.130, -2.223)
H (2.882, 0.932, -2.609)
H (1.994, -0.550, -3.041)
H (2.822, -0.437, -1.485)
H (2.089, 1.119, 0.269)
H (0.592, 2.071, 0.105)
H (2.022, 2.489, -0.873)
Zr (0.452, -0.873, 3.883)
C (0.184, 1.138, 5.140)
C (0.284, 1.475, 3.736)
C (-0.864, 0.923, 3.065)
H (1.002, 2.157, 3.289)
C (-1.680, 0.275, 4.056)
C (-1.026, 0.387, 5.329)
H (-1.421, 0.038, 6.284)
H (0.865, 1.479, 5.919)
H (-1.117, 1.096, 2.021)
H (-2.656, -0.172, 3.875)
C (1.211, -2.921, 2.880)
C (0.233, -3.292, 3.868)
C (-1.033, -2.762, 3.450)
H (0.409, -3.942, 4.726)
C (-0.833, -2.037, 2.225)
C (0.556, -2.119, 1.871)
H (0.987, -1.764, 0.935)
H (2.239, -3.272, 2.839)
H (-1.991, -2.936, 3.937)
H (-1.603, -1.584, 1.608)
C (4.082, -0.928, 1.926)
Si (3.082, -0.159, 3.324)
C (3.426, -1.083, 4.952)
C (3.675, 1.622, 3.493)
H (3.560, -1.773, 1.459)
H (5.048, -1.290, 2.311)
H (4.287, -0.178, 1.146)
H (4.459, -0.821, 5.220)
H (2.771, -0.776, 5.785)
H (3.357, -2.175, 4.845)
H (4.772, 1.642, 3.591)
H (3.403, 2.207, 2.603)
H (3.242, 2.112, 4.376)

Calculated values
Net charge: -1
Orbital gap (alpha / beta) (eV): 2.868 / 2.868
HOMO energy (alpha / beta) (eV): -0.762 / -0.762
LUMO level (alpha / beta) (Eh): 0.07739 / 0.07739
Energy (eV): -46989.571
Multiplicity: 1

Atomic partial charges in e from the Löwdin method, atoms 1 to 5: -0.216, -0.058, -0.021, -0.175, 0.127

---

Record 6
The following is a quantum chemistry calculation of a molecular structure, C26H40As2NO5PdSb, from OMol25.

Geometry (Å):
Pd (0.852, 0.521, -1.760)
O (1.737, 6.261, 0.412)
C (1.511, 5.008, 0.022)
C (0.727, 4.102, 0.761)
C (0.589, 2.831, 0.266)
N (1.138, 2.418, -0.892)
C (1.835, 3.298, -1.620)
C (2.071, 4.588, -1.177)
C (2.374, 2.696, -2.919)
O (3.608, 2.731, -2.995)
O (1.513, 2.154, -3.650)
C (-0.225, 1.804, 0.948)
O (-1.148, 2.141, 1.807)
O (-0.102, 0.593, 0.691)
H (1.302, 6.470, 1.247)
H (0.234, 4.389, 1.681)
H (2.678, 5.261, -1.767)
C (-1.021, -2.404, -2.883)
As (0.697, -1.529, -2.846)
C (1.209, -1.415, -4.703)
C (1.889, -2.721, -1.914)
C (1.690, -4.089, -1.787)
C (2.642, -4.854, -1.123)
C (3.786, -4.255, -0.614)
C (3.987, -2.886, -0.751)
C (3.023, -2.110, -1.380)
As (3.187, -0.197, -1.676)
C (4.492, -0.133, -3.094)
C (4.049, 0.516, -0.109)
H (-1.326, -2.715, -1.887)
H (-0.920, -3.281, -3.523)
H (-1.766, -1.739, -3.315)
H (1.520, -2.398, -5.053)
H (2.003, -0.681, -4.809)
H (0.352, -1.066, -5.277)
H (0.815, -4.574, -2.204)
H (2.496, -5.920, -1.015)
H (4.530, -4.857, -0.110)
H (4.889, -2.441, -0.350)
H (5.363, -0.655, -2.697)
H (4.703, 0.903, -3.341)
H (4.116, -0.668, -3.961)
H (5.044, 0.081, -0.017)
H (3.448, 0.270, 0.763)
H (4.135, 1.594, -0.230)
C (-3.068, 1.144, -0.635)
C (-3.073, -0.073, 0.289)
C (-4.470, -0.658, 0.494)
Sb (-2.096, 0.313, 2.135)
C (-3.438, 1.288, 3.504)
C (-4.214, 2.373, 2.765)
C (-4.344, 0.283, 4.212)
C (-1.044, -1.437, 2.621)
C (-2.050, -2.420, 3.207)
C (0.190, -1.267, 3.475)
H (-3.710, 0.941, -1.494)
H (-2.075, 1.377, -1.023)
H (-3.456, 2.042, -0.153)
H (-2.433, -0.854, -0.139)
H (-5.174, 0.077, 0.887)
H (-4.485, -1.528, 1.159)
H (-4.859, -0.985, -0.472)
H (-2.775, 1.757, 4.235)
H (-4.957, 1.956, 2.084)
H (-3.572, 3.060, 2.214)
H (-4.754, 2.961, 3.511)
H (-5.037, -0.196, 3.517)
H (-4.945, 0.814, 4.952)
H (-3.790, -0.488, 4.745)
H (-0.764, -1.672, 1.590)
H (-2.465, -2.062, 4.148)
H (-1.521, -3.350, 3.431)
H (-2.866, -2.669, 2.522)
H (-0.054, -0.925, 4.480)
H (0.915, -0.591, 3.025)
H (0.659, -2.250, 3.568)

Calculated values
Net charge: +2
Orbital gap (alpha / beta) (eV): 6.796 / 6.795
HOMO energy (alpha / beta) (eV): -13.546 / -13.546
LUMO level (alpha / beta) (Eh): -0.24804 / -0.24809
Energy (eV): -171018.901
Multiplicity: 1

Atomic partial charges in e from the Löwdin method, atoms 1 to 5: 0.527, 0.134, -0.260, 0.097, -0.181